Here is C3ClFN2 in the gas phase at a distorted geometry from OMol25. Energies are from the ωB97M-V functional and the def2-TZVPD basis.

```
7
C3ClFN2 | OMol25 | the ωB97M-V functional and the def2-TZVPD basis
N -2.37852 -0.23538 -0.57280
C -1.27069 -0.36589 -0.26940
C 0.12553 -0.27617 0.24342
F 0.04926 -0.15043 1.62987
Cl 1.17036 -1.65144 -0.30421
C 0.83926 0.88345 -0.21153
N 1.46480 1.79587 -0.51534
```

Kohn-Sham gap   12.2 eV
SMILES   N#CC(F)(Cl)C#N
Net charge   0
E_HOMO   -12.6 eV
ΔE to the lowest compared entry with this formula, charge and spin   0.0 kJ/mol
DFT total energy   -783.82480 a.u.

***

Here is C3CsO2 as an isolated structure at a distorted geometry from OMol25. Energies are from the ωB97M-V functional and the def2-TZVPD basis.

```
6
C3CsO2 | OMol25 | the ωB97M-V functional and the def2-TZVPD basis
O 0.13386 -0.14108 -0.90202
C 1.44889 -0.19853 -0.91782
C 2.68871 -0.14093 -1.03544
O -0.21922 1.09494 1.21000
C -0.73126 0.90687 0.14236
Cs -3.32098 -1.52128 1.50292
```

Kohn-Sham gap (alpha / beta)   2.2 / 1.7 eV
Net charge   -1
E_HOMO (alpha / beta)   -1.5 / -0.8 eV
ΔE to the lowest compared entry with this formula, charge and spin   0.0 kJ/mol
DFT total energy   -284.71020 a.u.

***

Here is a 2-piece molecular cluster, C3F6O overall at a distorted geometry from OMol25. Energies are from the ωB97M-V functional and the def2-TZVPD basis.

```
10
C3F6O | OMol25 | the ωB97M-V functional and the def2-TZVPD basis
F -0.97133 1.15115 -0.38424
C 0.28452 0.87178 -0.06747
F 0.59671 0.54744 1.15949
C 1.21057 1.13223 -0.95476
F 0.88136 1.49174 -2.17229
F 2.48671 1.11733 -0.74612
O -1.02862 -1.57040 -0.40192
C -1.18754 -1.59883 0.74460
F -0.23079 -1.91148 1.66277
F -2.20678 -1.29404 1.42056
```

Kohn-Sham gap   10.5 eV
SMILES   FC(F)=C(F)F.O=C(F)F
Net charge   0
E_HOMO   -9.8 eV
ΔE to the lowest compared entry with this formula, charge and spin   85.7 kJ/mol
DFT total energy   -788.70023 a.u.

***

Here is a 2-piece molecular cluster, C3F9PS overall at a distorted geometry from OMol25. Energies are from the ωB97M-V functional and the def2-TZVPD basis.

```
14
C3F9PS | OMol25 | the ωB97M-V functional and the def2-TZVPD basis
C 0.42999 -1.55398 0.29631
C -0.77604 0.56192 -1.24115
C 1.12700 1.05004 0.70437
F 0.64004 -2.09841 1.48186
F 1.54586 -1.44978 -0.38146
F -0.41986 -2.30647 -0.41477
F -0.74028 1.88036 -1.30876
F -0.07908 0.04892 -2.26774
F -2.08217 0.20329 -1.50992
F 1.67910 1.17228 -0.45814
F 1.98727 0.42304 1.55463
F 0.82244 2.25231 1.16575
P -0.49262 0.08668 0.58744
S -3.64165 -0.27021 1.79157
```

Kohn-Sham gap (alpha / beta)   7.3 / 7.3 eV
Net charge   0
E_HOMO (alpha / beta)   -10.2 / -10.2 eV
DFT total energy   -1752.54777 a.u.

***

Here is a 2-piece molecular cluster, C3H10FNP overall at a distorted geometry from OMol25. Energies are from the ωB97M-V functional and the def2-TZVPD basis.

```
16
C3H10FNP | OMol25 | the ωB97M-V functional and the def2-TZVPD basis
C 0.21618 -1.41582 1.44626
C -1.32066 -1.16690 -1.17965
C 0.98235 0.79376 -0.62433
N 1.98519 1.14321 0.29020
F -2.05096 1.67839 0.45320
P -0.08235 -0.64860 0.03504
H 0.98666 -1.12649 2.28767
H -0.19859 -2.30682 1.70232
H -1.27993 -0.61922 -2.16016
H -1.36473 -2.27786 -1.44456
H -2.25148 -0.92331 -0.85019
H 0.24447 1.45425 -1.04306
H 1.57078 0.49107 -1.60242
H 2.53647 0.52932 0.83608
H 1.91658 1.95926 0.86824
H -1.88998 2.43575 0.98537
```

Kohn-Sham gap   9.0 eV
Net charge   +1
E_HOMO   -13.7 eV
ΔE to the lowest compared entry with this formula, charge and spin   248.1 kJ/mol
DFT total energy   -615.93427 a.u.

***

Here is a 2-piece molecular cluster, C3H10N overall at a distorted geometry from OMol25. Energies are from the ωB97M-V functional and the def2-TZVPD basis.

```
14
C3H10N | OMol25 | the ωB97M-V functional and the def2-TZVPD basis
C -1.59072 -1.60751 -1.97378
H -2.48265 -2.08462 -2.20500
H -0.87238 -1.92456 -2.61401
H -1.84560 -0.50352 -2.01370
H -1.25789 -1.83589 -0.91775
C 1.86335 0.68597 0.69133
C -0.50463 0.16412 0.77129
N 0.42307 1.07069 0.87675
H 2.29158 0.29437 1.58013
H 1.75606 -0.06233 -0.21029
H 2.31033 1.62966 0.26072
H -0.29321 -0.75733 0.30269
H -1.38817 0.39705 1.26202
H 0.21238 1.89689 1.48494
```

Kohn-Sham gap   10.8 eV
Net charge   +1
E_HOMO   -16.5 eV
ΔE to the lowest compared entry with this formula, charge and spin   205.9 kJ/mol
DFT total energy   -174.73314 a.u.